No. 1
The following is a DFT calculation (ωB97M-V with the def2-TZVPD basis set) of a structure of composition C5H7BeLiO3 at a distorted geometry.

Positions of all 17 atoms, in Å:
C1 1.2737 1.6770 2.5831
C2 1.2681 2.8704 2.3012
H1 1.7158 0.7580 2.2167
H2 1.2241 3.9310 2.4934
H3 1.2494 1.0664 1.2134
O1 -1.0959 0.7484 1.4050
Be1 1.3608 -1.0029 -0.6732
O2 0.9118 0.2571 0.5767
C3 -0.3937 0.0604 0.6620
O3 -0.9513 -0.6867 -0.2369
C4 -0.1342 -1.5998 -1.1233
C5 -0.6984 -1.4429 -2.5194
H4 -0.4149 -2.5891 -0.7336
H5 -1.7785 -1.6595 -2.5634
H6 -0.1814 -2.1612 -3.1732
H7 -0.5259 -0.4378 -2.9287
Li1 -2.8295 0.2111 0.5004

## Properties
**Calculated total energy**: -441.977714 Eh
**LUMO**: -9.8571 eV
**Net charge**: +2
**HOMO level**: -18.3414 eV
**Frontier orbital gap**: 8.48 eV


No. 2
The following is a DFT calculation (ωB97M-V with the def2-TZVPD basis set) of a structure of composition C42H47N2OReSSi at a distorted geometry.

Positions of all 95 atoms, in Å:
Re1 -0.3251 -0.0514 0.0076
C1 2.0552 4.3829 -4.5988
C2 2.2100 4.4120 -3.0690
C3 3.2011 3.3252 -2.6477
C4 2.7923 5.7705 -2.6527
C5 0.8373 4.1983 -2.4412
C6 -0.1568 5.1891 -2.5899
C7 -1.4171 5.0613 -2.0482
C8 -1.7079 3.8954 -1.3458
S1 -3.1820 3.4265 -0.5487
C9 -2.4685 1.9270 -0.1340
N1 -1.2251 1.7801 -0.5254
C10 -0.7585 2.8883 -1.2205
C11 0.5137 3.0416 -1.7623
C12 -3.1075 0.7987 0.5112
C13 -4.4211 0.7870 0.9610
C14 -4.9396 -0.3778 1.5034
C15 -4.1512 -1.5206 1.5880
C16 -2.8376 -1.5029 1.1389
C17 -2.2892 -0.3449 0.5993
H1 3.0327 4.4940 -5.0720
H2 1.4179 5.1984 -4.9452
H3 1.6162 3.4390 -4.9293
H4 4.1851 3.5551 -3.0585
H5 2.9084 2.3427 -3.0266
H6 3.2945 3.2790 -1.5593
H7 3.7417 5.9291 -3.1671
H8 2.9743 5.8005 -1.5760
H9 2.1345 6.5990 -2.9161
H10 0.0659 6.0868 -3.1515
H11 -2.1595 5.8399 -2.1677
H12 1.2292 2.2394 -1.6313
H13 -5.0325 1.6790 0.8825
H14 -5.9625 -0.4009 1.8557
H15 -4.5626 -2.4316 2.0027
H16 -2.2454 -2.4080 1.2042
C18 2.1490 -1.5229 -0.0758
N2 0.7648 -1.9315 0.2935
C19 0.7825 -2.4901 1.6619
C20 0.2917 -2.9627 -0.6556
C21 -0.1782 -2.3080 -1.9187
C22 -0.2210 -2.9978 -3.1173
C23 -0.7734 -2.3926 -4.2412
C24 -1.2761 -1.0978 -4.1595
C25 -1.2111 -0.4047 -2.9651
C26 -0.6571 -0.9856 -1.8106
H17 2.8114 -2.3922 -0.1017
H18 2.5323 -0.8245 0.6657
H19 2.1528 -1.0629 -1.0667
H20 1.4766 -3.3332 1.7221
H21 -0.2162 -2.8297 1.9282
H22 1.0908 -1.7178 2.3549
H23 -0.5591 -3.4759 -0.2024
H24 1.0740 -3.7061 -0.8311
H25 0.1656 -4.0089 -3.1734
H26 -0.8157 -2.9382 -5.1751
H27 -1.7168 -0.6320 -5.0315
H28 -1.5999 0.6071 -2.9243
C27 -0.3668 2.4594 4.4337
C28 0.9711 1.7126 4.3938
C29 2.0485 2.5021 5.1393
C30 0.7688 0.3348 5.0438
Si1 1.5598 1.5153 2.5718
O1 0.5374 0.6098 1.6692
C31 1.5439 3.2878 1.9107
C32 2.6446 4.1470 1.8204
C33 2.5089 5.4499 1.3560
C34 1.2591 5.9403 1.0077
C35 0.1473 5.1157 1.1138
C36 0.2953 3.8045 1.5422
C37 3.2449 0.6491 2.5926
C38 3.3890 -0.6247 3.1579
C39 4.5966 -1.3067 3.1241
C40 5.7073 -0.7268 2.5240
C41 5.5922 0.5280 1.9479
C42 4.3759 1.2008 1.9771
H29 -0.7187 2.5206 5.4699
H30 -1.1357 1.9323 3.8577
H31 -0.2839 3.4785 4.0559
H32 1.7372 2.6651 6.1775
H33 2.2152 3.4844 4.6895
H34 3.0007 1.9654 5.1595
H35 0.2822 0.4555 6.0188
H36 1.7153 -0.1750 5.2230
H37 0.1241 -0.3078 4.4339
H38 3.6247 3.8158 2.1357
H39 3.3805 6.0885 1.2787
H40 1.1477 6.9623 0.6682
H41 -0.8371 5.4968 0.8692
H42 -0.5830 3.1697 1.6184
H43 2.5502 -1.0928 3.6552
H44 4.6714 -2.2930 3.5655
H45 6.6547 -1.2505 2.5140
H46 6.4511 0.9952 1.4818
H47 4.3112 2.1732 1.5099

## Properties
**<S²>**: 0.802
**Calculated total energy**: -2579.244474 Eh
**LUMO (spin up / spin down)**: -4.4355 / -4.2340 eV
**Multiplicity**: 2
**Net charge**: +1
**HOMO level (spin up / spin down)**: -10.8879 / -11.1093 eV
**Frontier orbital gap (spin up / spin down)**: 6.45 / 6.88 eV


No. 3
The following is a DFT calculation (ωB97M-V with the def2-TZVPD basis set) of an isolated molecule of C2H4BrP at a distorted geometry.

Positions of all 8 atoms, in Å:
Br1 2.5257 0.8132 0.5733
C1 0.5599 0.3584 -0.2795
C2 -0.2650 -0.7297 0.2859
P1 -0.9581 0.9412 0.6565
H1 0.6325 0.4095 -1.2790
H2 -0.8373 -1.4470 -0.4318
H3 0.1731 -1.4193 1.1074
H4 -1.8309 1.0736 -0.6328

## Properties
**Calculated total energy**: -2993.891941 Eh
**LUMO**: -0.0590 eV
**Structure (SMILES)**: Br[C@H]1CP1
**HOMO level**: -9.9214 eV
**Frontier orbital gap**: 9.86 eV


No. 4
The following is a DFT calculation (ωB97M-V with the def2-TZVPD basis set) of a structure of composition C41H45B3BrFN9O4P at a distorted geometry.

Positions of all 105 atoms, in Å:
N1 1.2982 5.8330 -2.2684
C1 1.6667 4.3858 -2.3570
B1 1.2486 3.6489 -1.0197
O1 0.1636 3.9979 -0.1894
B2 0.6511 4.1204 1.1035
F1 0.2934 5.1138 1.8887
O2 1.5790 3.2250 1.6469
B3 2.5508 3.0405 0.6437
P1 4.4006 3.4898 0.8995
O3 4.8740 2.9698 2.4184
Br1 5.6101 2.2205 -0.4980
O4 2.0570 2.5657 -0.5700
H1 0.3118 5.9788 -2.4617
H2 1.4551 6.1053 -1.3016
H3 2.7702 4.3528 -2.3876
H4 1.3200 3.8956 -3.2732
H5 4.2110 3.3210 3.0390
N2 -1.9992 -1.7847 -0.9551
C2 -2.3911 -0.5989 -0.4868
C3 -1.5509 0.4958 -0.3614
C4 -0.2255 0.3518 -0.7392
C5 0.2037 -0.8710 -1.2264
C6 -0.7199 -1.9014 -1.3154
H6 -3.4364 -0.5358 -0.2004
H7 -1.9238 1.4351 0.0224
H8 0.4644 1.1800 -0.6562
H9 1.2306 -1.0237 -1.5321
H10 -0.4311 -2.8759 -1.6942
N3 -3.9863 -4.0511 4.0246
C7 -2.7870 -3.5758 4.3828
C8 -1.9927 -2.7948 3.5563
C9 -2.4606 -2.4906 2.2890
C10 -3.6964 -2.9739 1.8967
C11 -4.4146 -3.7430 2.7982
H11 -2.4594 -3.8425 5.3815
H12 -1.0316 -2.4352 3.8987
H13 -1.8689 -1.8868 1.6158
H14 -4.0939 -2.7596 0.9134
H15 -5.3897 -4.1408 2.5355
N4 3.9195 3.3254 -4.7446
C12 5.1725 3.1652 -5.1747
C13 5.5443 3.2200 -6.5090
C14 4.5593 3.4500 -7.4540
C15 3.2508 3.6176 -7.0312
C16 2.9873 3.5485 -5.6729
H16 5.9087 2.9843 -4.3981
H17 6.5778 3.0862 -6.7983
H18 4.8077 3.4987 -8.5070
H19 2.4527 3.7991 -7.7383
H20 1.9783 3.6787 -5.2977
N5 -2.3470 -6.0211 6.6128
C17 -1.7596 -7.0405 7.2429
C18 -2.4364 -8.1637 7.6892
C19 -3.8041 -8.2338 7.4732
C20 -4.4360 -7.1865 6.8231
C21 -3.6658 -6.1079 6.4128
H21 -0.6894 -6.9400 7.3920
H22 -1.9067 -8.9618 8.1924
H23 -4.3700 -9.0953 7.8080
H24 -5.5018 -7.2036 6.6352
H25 -4.1141 -5.2655 5.8963
N6 -7.5053 -6.5172 5.3166
C22 -7.5167 -7.7841 4.8880
C23 -8.4788 -8.3008 4.0348
C24 -9.4915 -7.4614 3.6024
C25 -9.5012 -6.1465 4.0351
C26 -8.4893 -5.7278 4.8851
H26 -6.7066 -8.4062 5.2540
H27 -8.4354 -9.3342 3.7185
H28 -10.2632 -7.8273 2.9363
H29 -10.2749 -5.4594 3.7204
H30 -8.4541 -4.7053 5.2458
N7 8.3664 5.2916 -5.5092
C27 9.4200 6.0151 -5.8904
C28 9.4440 7.4011 -5.8899
C29 8.3082 8.0765 -5.4735
C30 7.2019 7.3448 -5.0751
C31 7.2842 5.9615 -5.1105
H31 10.2846 5.4436 -6.2110
H32 10.3287 7.9361 -6.2077
H33 8.2859 9.1593 -5.4596
H34 6.2959 7.8340 -4.7439
H35 6.4470 5.3465 -4.8045
N8 -3.1415 6.4460 0.4794
C32 -2.6958 5.1898 0.4051
C33 -3.5039 4.0761 0.5762
C34 -4.8486 4.2744 0.8432
C35 -5.3305 5.5698 0.9262
C36 -4.4390 6.6146 0.7354
H36 -1.6384 5.0862 0.1980
H37 -3.0906 3.0803 0.5027
H38 -5.5124 3.4301 0.9845
H39 -6.3737 5.7668 1.1334
H40 -4.7716 7.6459 0.7877
N9 3.0287 -2.6627 -2.7881
C37 4.2395 -2.2240 -2.4387
C38 5.2072 -3.0201 -1.8461
C39 4.9016 -4.3477 -1.5973
C40 3.6499 -4.8244 -1.9500
C41 2.7561 -3.9451 -2.5406
H41 4.4326 -1.1773 -2.6497
H42 6.1737 -2.6097 -1.5864
H43 5.6295 -5.0027 -1.1347
H44 3.3724 -5.8545 -1.7718
H45 1.7656 -4.2746 -2.8365

## Properties
**Calculated total energy**: -5473.172425 Eh
**LUMO**: -0.6236 eV
**HOMO level**: -8.9138 eV
**Frontier orbital gap**: 8.29 eV


No. 5
The following is a DFT calculation (ωB97M-V with the def2-TZVPD basis set) of a structure of composition C4H5O5Rh at a distorted geometry.

Positions of all 15 atoms, in Å:
O1 0.3751 0.5531 -0.5818
C1 1.2202 -0.3231 0.0190
O2 2.2675 0.0192 0.5487
O3 0.7838 -1.5153 0.0714
Rh1 2.9628 1.7528 0.6839
C2 -0.6537 -1.8663 -0.1013
C3 -1.5286 -1.0789 0.7877
H1 -0.8906 -1.7450 -1.1625
H2 -0.6417 -2.9322 0.1565
H3 -1.2944 -1.0128 1.8504
H4 -2.4491 -0.6436 0.4025
O4 1.2313 2.5028 0.2100
C4 0.3230 1.8853 -0.3227
O5 -0.6186 2.4808 -0.9596
H5 -1.0871 1.9231 -1.6022

## Properties
**<S²>**: 8.764
**Calculated total energy**: -640.523904 Eh
**LUMO (spin up / spin down)**: -14.6692 / -21.1397 eV
**Multiplicity**: 6
**Net charge**: +3
**HOMO level (spin up / spin down)**: -21.4925 / -24.1908 eV
**Frontier orbital gap (spin up / spin down)**: 6.82 / 3.05 eV


No. 6
The following is a DFT calculation (ωB97M-V with the def2-TZVPD basis set) of an isolated molecule of C4H9NO2 at a distorted geometry.

Positions of all 16 atoms, in Å:
C1 -2.5825 0.1408 -0.0194
C2 -1.2132 0.5115 -0.6598
C3 -0.0624 -0.4849 -0.3744
N1 0.5621 -0.7893 -1.6607
C4 0.9696 0.1390 0.5895
O1 2.1288 0.1332 0.2764
O2 0.5577 0.4934 1.8468
H1 -2.4989 0.2621 1.0862
H2 -2.8608 -0.9185 -0.2935
H3 -3.4048 0.7857 -0.2838
H4 -0.8675 1.5554 -0.5029
H5 -1.3125 0.6913 -1.7479
H6 -0.4026 -1.4162 0.1383
H7 1.4707 -0.3661 -1.5560
H8 0.4106 -1.7288 -1.9668
H9 0.7220 -0.3351 2.3236

## Properties
**Calculated total energy**: -363.018053 Eh
**LUMO**: 0.5215 eV
**Structure (SMILES)**: CC[C@@H](N)C(=O)O
**HOMO level**: -9.1785 eV
**Frontier orbital gap**: 9.70 eV


No. 7
The following is a DFT calculation (ωB97M-V with the def2-TZVPD basis set) of a structure of composition C4H5IN4 at a distorted geometry.

Positions of all 14 atoms, in Å:
C1 1.5936 -1.9440 2.2644
C2 1.1522 0.3828 1.2609
C3 0.9398 -1.0614 1.4378
C4 -0.1372 -1.0038 0.6015
N1 2.0311 -2.7052 3.0245
N2 -0.5547 1.3778 -0.1262
N3 0.0555 0.4990 0.5289
N4 -0.8515 -1.6202 -0.3960
I1 2.9795 0.4632 -2.0245
H1 1.8746 1.1886 1.3592
H2 2.0845 -0.2542 -0.9316
H3 -1.4291 1.0141 -0.4684
H4 -1.6825 -0.9737 -0.4286
H5 -0.9658 -2.5932 -0.5628

## Properties
**Calculated total energy**: -671.935007 Eh
**LUMO (spin up / spin down)**: -0.3946 / -0.6034 eV
**HOMO level (spin up / spin down)**: -7.7237 / -7.7583 eV
**Frontier orbital gap (spin up / spin down)**: 7.33 / 7.15 eV


No. 8
The following is a DFT calculation (ωB97M-V with the def2-TZVPD basis set) of a structure of composition C17H33N2O2P2Re at a distorted geometry.

Positions of all 57 atoms, in Å:
C1 2.7417 0.4032 -2.9888
C2 1.8400 0.6503 -1.9592
N1 1.7825 -0.1436 -0.8633
C3 2.4882 -1.2956 -0.8880
C4 3.3047 -1.6510 -1.9643
C5 3.4787 -0.7688 -3.0180
C6 1.0373 1.8923 -2.0389
P1 -0.5453 1.8706 -0.9897
Re1 0.3724 0.0931 0.8748
P2 1.0042 -1.8400 1.4249
C7 2.3613 -2.2520 0.2687
O1 -2.8339 -0.5885 -5.5357
O2 -0.4610 -2.3823 -2.3496
H1 2.7809 1.1175 -3.8054
H2 3.7821 -2.6204 -1.9511
H3 4.1416 -0.9984 -3.8337
C8 0.2219 3.3807 -0.0020
C9 -1.8630 3.1140 -1.7453
H4 2.1206 -3.2582 -0.0819
H5 3.2555 -2.2859 0.9031
H6 0.6210 1.9994 -3.0064
H7 1.6047 2.7961 -1.8203
C10 1.5125 -1.9673 3.1274
C11 -0.2498 -3.0938 1.0674
H8 -0.9110 1.5629 -2.3468
H9 -1.1296 -2.1322 -3.0582
H10 -3.1257 0.2994 -5.6470
H11 -1.9947 -0.6059 -5.9413
H12 1.8010 0.2182 1.7054
H13 -0.3343 -3.4386 -2.2071
H14 0.2709 4.2282 -0.7097
H15 -0.3983 3.6893 0.8552
H16 1.2569 3.2193 0.3689
H17 -1.4609 4.0972 -1.9039
H18 -2.1633 2.6006 -2.6982
H19 -2.6428 2.9764 -1.0044
H20 0.3532 -4.0086 1.0566
H21 -0.9500 -3.0094 1.9270
H22 -0.7617 -2.9158 0.0912
H23 1.8949 -2.9871 3.1964
H24 2.2702 -1.1925 3.3174
H25 0.6047 -1.7991 3.7251
C12 0.0356 1.9996 3.5393
C13 -1.1630 1.1896 3.2904
C14 -2.3056 0.8741 4.0455
C15 -3.0754 0.0016 3.2892
C16 -2.4155 -0.2095 2.0694
C17 -2.7592 -1.0301 0.9048
N2 -1.2264 0.4937 2.1072
H26 0.9482 1.3779 3.5286
H27 -0.0560 2.4805 4.5202
H28 0.1430 2.7855 2.7765
H29 -2.5119 1.2816 5.0481
H30 -4.0466 -0.4696 3.5331
H31 -2.6691 -2.1092 1.1119
H32 -3.8217 -0.8674 0.6722
H33 -2.1544 -0.7716 0.0121

## Properties
**<S²>**: 3.770
**Calculated total energy**: -1688.091485 Eh
**LUMO (spin up / spin down)**: -2.6960 / -4.4886 eV
**Multiplicity**: 4
**Net charge**: +1
**HOMO level (spin up / spin down)**: -9.5483 / -9.5170 eV
**Frontier orbital gap (spin up / spin down)**: 6.85 / 5.03 eV